1.
DFT (the ωB97M-V functional and the def2-TZVPD basis) results for one molecule with the formula C6H9N5 at a distorted geometry.

```
20
Properties=species:S:1:pos:R:3:forces:R:3:nbo_charge:R:1
C -1.989 -1.384 -0.407 -4.404 1.132 -0.653 0.26
C -0.789 0.673 0.505 2.904 -1.716 2.210 -0.39
C -0.203 -0.624 0.542 0.358 1.950 -0.234 0.25
C -2.085 0.837 0.178 -1.654 -2.115 -2.937 0.40
C 1.241 -0.873 0.912 -0.961 -0.191 -2.041 -0.27
C 2.875 -0.269 -1.033 -0.606 0.435 1.469 -0.42
N -0.804 -1.671 0.045 -0.144 -0.853 -0.311 -0.51
N -2.744 -0.233 -0.380 2.532 -1.408 1.006 -0.50
N 1.932 1.261 0.442 -2.426 15.614 2.597 -0.13
N 2.115 0.175 0.248 3.990 -17.051 -3.779 -0.21
N -2.790 1.956 0.010 3.492 1.769 1.333 -0.76
H -2.629 -2.141 -0.843 0.563 -0.644 -0.117 0.17
H 1.481 -0.744 1.900 0.129 0.340 2.764 0.21
H 1.422 -1.943 0.663 0.495 1.070 -0.345 0.24
H 3.532 -1.096 -0.867 0.087 -0.623 0.580 0.21
H 2.251 -0.452 -1.858 -1.318 -0.411 -0.907 0.20
H 3.462 0.554 -1.301 0.954 1.325 -0.220 0.21
H -0.127 1.371 0.948 -0.097 1.290 0.106 0.24
H -2.443 2.798 0.429 -0.329 0.231 0.051 0.39
H -3.709 1.804 -0.131 -3.564 -0.145 -0.571 0.40
```
Forces are in eV/Å.

Its gap between HOMO and LUMO (spin up / spin down) is 6.65 / 8.79 eV. For the energy relative to the best compared isomer or geometry (same formula, charge and spin), the calculation gives 0.000 eV. Its expectation value of S² is 2.01. Its spin multiplicity is 3. The value obtained for the HOMO energy (spin up / spin down) is -0.2096 / -0.3336 Ha. The net charge is 0.

2.
DFT (the ωB97M-V functional and the def2-TZVPD basis) results for an isolated ion of composition C6H9N6 and charge +1 at a distorted geometry.

```
21
Properties=species:S:1:pos:R:3:forces:R:3:nbo_charge:R:1
C 3.050 0.518 -0.386 0.038 -0.371 -1.434 0.03
C -0.395 -0.052 -0.018 0.750 -4.417 0.451 0.60
C 2.467 1.255 0.778 1.754 -2.336 2.005 -0.26
C -2.956 0.545 -0.504 0.766 -0.044 2.510 -0.34
C -2.626 -0.810 0.110 -1.303 -3.060 -0.772 -0.26
C 1.973 -1.405 -0.087 -0.582 3.387 -1.152 0.25
N 3.094 -0.944 -0.353 0.620 1.420 0.784 -0.30
N -0.931 1.193 0.268 3.083 1.654 0.813 -0.16
N 1.659 0.936 -0.351 -1.961 -0.433 -0.456 -0.22
N -2.077 1.525 0.117 -0.749 0.411 0.438 0.07
N 0.907 -0.261 -0.155 1.055 1.154 -0.007 -0.25
N -1.167 -1.123 0.210 -1.912 2.215 -1.346 -0.54
H 3.591 1.109 -1.142 0.275 -1.044 0.510 0.25
H 2.485 0.693 1.791 -0.513 1.108 -1.899 0.24
H 2.778 2.246 0.714 0.133 1.704 0.720 0.24
H -2.727 0.749 -1.502 -0.292 -0.599 -2.174 0.24
H -3.881 0.954 -0.182 -1.350 -0.458 -0.395 0.26
H -2.852 -1.001 1.176 -1.344 0.804 -0.665 0.25
H -3.164 -1.677 -0.555 1.386 2.099 1.717 0.25
H 1.818 -2.387 0.148 -1.198 -2.334 0.510 0.23
H -1.045 -2.061 -0.076 1.343 -0.861 -0.158 0.43
```
Forces are in eV/Å.

Its gap between HOMO and LUMO is 8.02 eV. For the energy relative to the best compared isomer or geometry (same formula, charge and spin), the calculation gives 5.155 eV. Its spin multiplicity is 1. The value obtained for the HOMO energy is -0.4884 Ha. The SMILES is C1=N[C@@H]2CN2N1C1=[NH+]CCN=N1. The net charge is +1.

3.
DFT (the ωB97M-V functional and the def2-TZVPD basis) results for one molecule with the formula C6H9NO at a distorted geometry.

```
17
Properties=species:S:1:pos:R:3:forces:R:3:nbo_charge:R:1
C -0.730 0.427 0.754 -0.688 -2.234 0.857 -0.29
C -0.274 -1.677 -0.916 0.090 -0.234 -0.100 -0.64
C -1.364 1.360 -0.249 0.618 -0.192 -0.342 -0.65
C 1.299 0.356 0.191 3.301 -0.794 -0.464 0.24
C 0.408 -0.860 0.125 -2.248 2.838 -0.914 -0.15
N 1.764 1.449 -0.258 -0.538 -0.692 -1.010 -0.71
C 1.576 -0.909 0.921 0.121 1.610 2.165 0.49
O 2.334 -1.487 1.662 -0.239 -0.368 -0.944 -0.51
H 2.723 1.613 0.052 -0.517 0.215 0.738 0.37
H -1.438 -0.332 1.083 -0.359 0.163 0.182 0.22
H -0.397 0.935 1.658 0.448 -0.155 -0.214 0.24
H 0.452 -2.395 -1.302 -0.141 -0.099 -0.013 0.24
H -1.126 -2.217 -0.496 0.038 -0.062 -0.049 0.22
H -0.617 -1.075 -1.755 -0.002 0.077 0.066 0.23
H -2.199 1.878 0.228 0.072 -0.101 0.147 0.23
H -1.762 0.827 -1.110 0.008 -0.005 -0.023 0.21
H -0.649 2.108 -0.587 0.034 0.032 -0.081 0.25
```
Forces are in eV/Å.

Its gap between HOMO and LUMO is 8.54 eV. For the energy relative to the best compared isomer or geometry (same formula, charge and spin), the calculation gives 4.667 eV. Its spin multiplicity is 1. The value obtained for the HOMO energy is -0.3044 Ha. The SMILES is [H]/N=C1\C(=O)[C@@]1(C)CC. The net charge is 0.

4.
DFT (the ωB97M-V functional and the def2-TZVPD basis) results for one molecule with the formula C6H9NO at a distorted geometry.

```
17
Properties=species:S:1:pos:R:3:forces:R:3:nbo_charge:R:1
O 0.905 -1.898 0.907 -1.109 -1.160 2.800 -0.49
C 1.067 0.220 -1.689 -1.563 2.523 0.060 -0.21
C 0.003 0.874 -1.058 2.698 -2.415 -1.344 -0.26
C 1.569 -0.854 -0.891 -1.030 1.263 -1.752 -0.09
N 0.762 -0.948 0.144 2.554 -1.573 -2.351 0.16
C 0.178 0.963 1.457 -0.354 -2.765 1.194 -0.60
C -1.683 -0.506 0.279 0.319 2.515 0.673 -0.60
C -0.216 0.127 0.206 -1.686 -0.733 0.921 0.05
H 1.486 0.533 -2.649 -0.189 -0.263 0.346 0.22
H -0.637 1.600 -1.496 -0.292 0.604 0.040 0.23
H 2.236 -1.603 -1.312 -0.085 -0.002 1.078 0.23
H -0.371 1.838 1.188 0.129 1.216 1.170 0.22
H 1.295 1.001 1.601 -1.229 0.563 -0.621 0.24
H -0.187 0.357 2.400 0.356 1.567 -1.744 0.23
H -2.404 0.322 0.317 0.395 0.423 0.135 0.21
H -1.939 -1.036 1.173 0.591 -0.711 0.516 0.23
H -2.063 -0.991 -0.579 0.495 -1.052 -1.122 0.23
```
Forces are in eV/Å.

Its gap between HOMO and LUMO is 8.21 eV. For the energy relative to the best compared isomer or geometry (same formula, charge and spin), the calculation gives 3.634 eV. Its spin multiplicity is 1. The value obtained for the HOMO energy is -0.2867 Ha. The SMILES is CC1(C)C=CC=[N+]1[O-]. The net charge is 0.

5.
DFT (the ωB97M-V functional and the def2-TZVPD basis) results for one molecule with the formula C6H9NO.

```
17
Properties=species:S:1:pos:R:3:forces:R:3:nbo_charge:R:1
C -0.472 0.594 -1.782 0.075 -0.052 -0.019 -0.73
C 1.042 -1.253 -0.854 -0.060 -0.027 0.034 -0.71
C 0.195 -0.059 -0.640 -0.198 -0.153 -0.065 0.54
C 0.524 1.502 1.295 -0.029 -0.126 -0.111 -0.36
C 0.015 0.449 0.674 -0.136 0.185 0.228 -0.24
H -0.210 0.150 -2.741 0.005 -0.008 0.061 0.23
H -0.261 1.668 -1.776 0.002 -0.053 0.069 0.25
H -1.550 0.485 -1.608 0.046 -0.024 0.079 0.32
H 0.615 -1.912 -1.611 -0.005 0.073 0.016 0.26
H 1.228 -1.797 0.069 -0.028 0.058 -0.005 0.26
H 2.006 -0.892 -1.244 -0.081 0.048 0.020 0.26
H 1.270 2.144 0.840 -0.009 -0.031 -0.009 0.20
H 0.217 1.744 2.306 -0.018 -0.051 -0.034 0.22
N -1.114 -0.906 2.474 -0.157 0.056 -0.115 -0.75
C -1.134 -0.590 1.239 0.240 -0.014 0.240 0.62
O -1.826 -1.005 0.281 0.251 0.124 -0.200 -0.70
H -0.547 -0.322 3.077 0.102 -0.005 -0.191 0.34
```
Forces are in eV/Å.

Its gap between HOMO and LUMO (spin up / spin down) is 7.04 / 7.04 eV. For the energy relative to the best compared isomer or geometry (same formula, charge and spin), the calculation gives 3.635 eV. Its spin multiplicity is 1. The value obtained for the HOMO energy (spin up / spin down) is -0.3104 / -0.3104 Ha. The net charge is 0.

6.
DFT (the ωB97M-V functional and the def2-TZVPD basis) results for one molecule with the formula C6H9NO at a distorted geometry.

```
17
Properties=species:S:1:pos:R:3:forces:R:3:nbo_charge:R:1
C 0.021 -0.487 0.439 -0.731 0.651 1.560 0.24
C 0.125 1.849 0.421 1.243 3.469 0.568 -0.03
C -2.343 -0.010 -0.508 0.509 -1.041 -0.166 -0.39
C -1.256 -0.776 -0.307 -1.469 0.241 -0.227 -0.19
C 1.153 -0.774 -0.435 -1.584 -2.904 -2.733 -0.16
C 2.248 -0.130 -0.624 0.695 0.793 0.823 -0.37
H -0.378 -1.209 2.205 -0.908 0.459 0.996 0.48
H 0.221 1.919 -0.618 -0.060 0.095 -1.911 0.15
H 0.345 2.777 1.010 -0.713 -0.473 -0.588 0.17
H -2.285 0.980 -0.108 -0.424 0.583 0.093 0.20
H -3.285 -0.327 -1.047 1.462 0.269 0.690 0.22
H -1.202 -1.783 -0.663 -0.332 -0.609 -0.322 0.20
H 0.892 -1.661 -1.101 0.784 0.867 1.021 0.20
H 3.064 -0.450 -1.179 1.044 -0.739 -1.416 0.20
H 2.440 0.713 -0.043 0.353 1.464 0.896 0.19
N 0.042 0.816 1.056 -0.348 -2.834 2.194 -0.40
O 0.199 -1.449 1.504 0.479 -0.291 -1.479 -0.70
```
Forces are in eV/Å.

Its gap between HOMO and LUMO is 10.79 eV. For the energy relative to the best compared isomer or geometry (same formula, charge and spin), the calculation gives 3.094 eV. Its spin multiplicity is 1. The value obtained for the HOMO energy is -0.3585 Ha. The SMILES is C=CC(O)(C=C)N=C. The net charge is 0.

7.
DFT (the ωB97M-V functional and the def2-TZVPD basis) results for C6H9NO as an isolated structure at a distorted geometry.

```
17
Properties=species:S:1:pos:R:3:forces:R:3:nbo_charge:R:1
C 2.077 0.468 0.217 -0.932 0.627 -0.665 -0.06
C 0.587 -0.746 0.019 -0.257 -2.631 0.048 0.06
C -0.952 -1.110 -0.294 0.840 0.275 -0.946 -0.08
C -1.405 -0.252 0.918 -0.977 0.328 0.557 -0.40
C -0.965 0.958 0.024 0.856 -2.661 -0.705 -0.06
C 0.523 0.709 -0.202 2.756 0.367 -0.317 -0.30
H 2.178 0.438 1.298 0.474 -0.522 0.051 0.18
H 2.758 1.126 -0.278 0.641 0.279 -0.127 0.19
H 0.882 -1.101 1.048 -1.385 0.495 -0.413 0.17
H -1.419 -2.097 -0.607 0.963 1.144 0.758 0.23
H -2.498 -0.280 0.932 0.194 0.015 0.483 0.23
H -0.918 -0.416 1.901 -0.519 0.168 -0.605 0.21
H -1.398 1.892 -0.107 -0.698 1.843 0.701 0.21
H -0.833 0.275 -1.987 -1.024 -0.747 1.465 0.35
H 0.808 0.904 -1.281 -0.962 -0.220 0.870 0.20
N -1.399 0.064 -1.104 0.092 0.101 -1.722 -0.59
O 1.975 -0.831 -0.495 -0.064 1.138 0.567 -0.53
```
Forces are in eV/Å.

Its gap between HOMO and LUMO is 10.28 eV. For the energy relative to the best compared isomer or geometry (same formula, charge and spin), the calculation gives 5.769 eV. Its spin multiplicity is 1. The value obtained for the HOMO energy is -0.3403 Ha. The net charge is 0.

8.
DFT (the ωB97M-V functional and the def2-TZVPD basis) results for C6H9NO as an isolated structure at a distorted geometry.

```
17
Properties=species:S:1:pos:R:3:forces:R:3:nbo_charge:R:1
C -0.728 -1.876 0.229 -1.645 -6.818 1.233 -0.08
C -0.223 -0.590 0.180 3.740 3.731 -0.507 -0.10
C 0.957 -0.261 -0.401 0.078 -2.287 -0.763 -0.18
C 0.950 1.263 -0.631 -1.160 -0.368 1.064 -0.10
C 0.558 1.650 0.902 -1.357 1.206 0.752 -0.41
C -0.726 0.785 0.366 -3.581 2.775 6.279 -0.07
H 0.223 -3.054 -1.262 -0.557 0.828 -0.522 0.48
H -1.649 -2.051 -0.344 -0.456 0.804 0.642 0.20
H -0.805 -2.523 1.250 -0.546 2.594 -1.522 0.21
H 1.518 -1.148 -0.740 0.549 1.278 -0.184 0.24
H 1.586 1.871 -1.362 -0.596 -1.261 1.332 0.24
H 0.472 2.765 1.256 -0.717 -1.419 -1.850 0.20
H 0.878 1.332 1.880 1.587 -1.352 -0.156 0.21
H -1.743 1.042 0.941 1.938 -1.046 -1.348 0.20
H -0.806 2.376 -1.062 0.066 -2.420 1.255 0.36
N -0.588 1.320 -0.878 1.198 4.318 -6.308 -0.62
O 0.126 -2.902 -0.324 1.458 -0.562 0.602 -0.76
```
Forces are in eV/Å.

Its gap between HOMO and LUMO is 9.66 eV. For the energy relative to the best compared isomer or geometry (same formula, charge and spin), the calculation gives 5.901 eV. Its spin multiplicity is 1. The value obtained for the HOMO energy is -0.3193 Ha. The net charge is 0.